1.
Density functional theory data (ωB97M-V/def2-TZVPD) for C3H3F3Si in the gas phase.

Geometry as XYZ:
```
10
Properties=species:S:1:pos:R:3
C -2.366 -0.972 -0.242
C -1.321 -0.339 -0.121
C -0.269 0.588 0.074
F 2.052 -0.816 -1.253
F 2.176 -0.644 1.300
F 2.329 1.400 -0.141
Si 1.562 0.027 -0.013
H -3.160 -1.585 -0.249
H -0.501 0.932 1.096
H -0.502 1.409 -0.451
```

As for the LUMO energy: 0.58 eV. The SMILES is C#CC[Si](F)(F)F. The HOMO energy comes out at -10.21 eV. The net charge is 0. For the relative energy (zero: lowest compared OMol25 entry of this formula, charge and spin), the calculation gives 0.021 eV. For the orbital gap, the calculation gives 10.794 eV.

Löwdin population analysis, charges in e, atoms 1 to 4: 0.14, -0.21, -0.21, -0.05

=====

2.
Density functional theory data (ωB97M-V/def2-TZVPD) for a molecular structure, C3H3FHgO3.

Geometry as XYZ:
```
11
Properties=species:S:1:pos:R:3
H 0.987 -2.122 0.539
O -1.926 1.583 0.855
O -0.364 0.742 -0.488
O -1.369 -0.629 0.986
C 1.027 -1.077 0.238
C 0.377 -0.413 -0.915
C -1.384 0.524 0.472
F 1.854 -0.272 0.959
H 1.124 -0.020 -1.617
H -0.333 -1.120 -1.363
Hg 0.008 2.804 0.335
```

As for the LUMO energy (alpha / beta): 0.18 / -3.09 eV. The HOMO energy (alpha / beta) comes out at -7.94 / -9.98 eV. The net charge is 0. For the relative energy (zero: lowest compared OMol25 entry of this formula, charge and spin), the calculation gives 0.000 eV. As for the multiplicity: 3. For the orbital gap (alpha / beta), the calculation gives 8.122 / 6.882 eV. Its expectation value of S² is 2.007.

Löwdin population analysis, charges in e, atoms 1 to 4: 0.12, -0.11, -0.28, 0.03

=====

3.
Density functional theory data (ωB97M-V/def2-TZVPD) for C3H3FIN2P in the gas phase.

Geometry as XYZ:
```
11
Properties=species:S:1:pos:R:3
C -1.533 -0.553 -0.242
C 0.009 -0.815 -0.165
C -0.655 1.215 0.611
N -1.765 0.644 0.147
N 0.476 0.505 0.306
F 0.322 -1.971 0.567
P 1.843 1.471 -0.208
I 3.588 -0.238 -0.229
H -2.277 -1.234 -0.724
H 0.462 -1.157 -1.218
H -0.472 2.133 1.155
```

As for the LUMO energy (alpha / beta): -1.53 / -0.86 eV. The HOMO energy (alpha / beta) comes out at -7.87 / -8.16 eV. The net charge is 0. For the relative energy (zero: lowest compared OMol25 entry of this formula, charge and spin), the calculation gives 0.759 eV. For the orbital gap (alpha / beta), the calculation gives 6.335 / 7.305 eV.

Löwdin population analysis, charges in e, atoms 1 to 4: -0.07, -0.35, -0.26, 0.05

=====

4.
Density functional theory data (ωB97M-V/def2-TZVPD) for a molecular structure, C3H3FIrO2.

Geometry as XYZ:
```
10
Properties=species:S:1:pos:R:3
F -1.987 -0.530 2.344
H -1.709 1.021 -0.491
H -0.899 -0.939 1.077
O 1.097 -0.636 0.035
O 0.388 1.264 -0.713
C -0.327 -0.784 -0.077
C -0.744 0.485 -0.631
C 1.461 0.552 -0.404
H -0.578 -1.702 -0.623
Ir 3.297 1.269 -0.516
```

As for the LUMO energy (alpha / beta): -11.59 / -14.40 eV. The HOMO energy (alpha / beta) comes out at -17.18 / -21.53 eV. The net charge is +2. For the relative energy (zero: lowest compared OMol25 entry of this formula, charge and spin), the calculation gives 1.361 eV. As for the multiplicity: 6. For the orbital gap (alpha / beta), the calculation gives 5.592 / 7.129 eV. Its expectation value of S² is 8.768.

Löwdin population analysis, charges in e, atoms 1 to 4: 0.03, 0.19, 0.19, 0.04

=====

5.
Density functional theory data (ωB97M-V/def2-TZVPD) for a molecular structure, C3H3FIrO3.

Geometry as XYZ:
```
11
Properties=species:S:1:pos:R:3
C -0.072 -1.741 -0.203
C -1.158 -1.170 -0.722
O -0.825 2.509 1.189
C 0.359 2.202 0.935
O 0.875 2.334 -0.269
O 0.922 1.094 1.560
Ir 1.742 0.664 -0.101
F 1.225 -1.108 -0.520
H 0.054 -2.744 0.201
H -2.071 -1.765 -0.734
H -1.052 -0.275 -1.336
```

As for the LUMO energy (alpha / beta): -5.80 / -8.49 eV. The HOMO energy (alpha / beta) comes out at -14.44 / -15.41 eV. The net charge is +1. For the relative energy (zero: lowest compared OMol25 entry of this formula, charge and spin), the calculation gives 0.762 eV. As for the multiplicity: 5. For the orbital gap (alpha / beta), the calculation gives 8.644 / 6.925 eV. Its expectation value of S² is 6.015.

Löwdin population analysis, charges in e, atoms 1 to 4: -0.05, 0.11, 0.16, -0.71

=====

6.
Density functional theory data (ωB97M-V/def2-TZVPD) for C3H3FN2O2 in the gas phase.

Geometry as XYZ:
```
11
Properties=species:S:1:pos:R:3
C 0.285 -0.929 0.538
C 0.301 -0.184 1.628
C -0.414 1.084 -0.206
H -0.260 0.459 -2.186
H 0.558 -0.209 2.637
H -0.712 2.942 -0.717
N -0.306 -0.213 -0.571
N -0.656 1.948 -1.054
O 0.180 -0.498 -1.817
O -0.021 1.113 1.122
F 0.538 -2.232 0.604
```

As for the LUMO energy: 0.78 eV. The SMILES is [H]/N=c1\occ(F)n1O. The HOMO energy comes out at -8.77 eV. The net charge is 0. For the relative energy (zero: lowest compared OMol25 entry of this formula, charge and spin), the calculation gives 4.566 eV. For the orbital gap, the calculation gives 9.554 eV.

Löwdin population analysis, charges in e, atoms 1 to 4: -0.23, 0.05, -0.48, 0.19

=====

7.
Density functional theory data (ωB97M-V/def2-TZVPD) for a gas-phase ion, C3H3FNO2 (charge -1).

Geometry as XYZ:
```
10
Properties=species:S:1:pos:R:3
C 0.983 -0.052 0.275
C -1.620 0.428 -0.076
C -0.088 0.032 -0.671
N 1.358 -1.058 0.951
O -2.041 -0.496 0.574
O -1.922 1.537 -0.405
F -0.321 -1.268 -1.290
H 1.553 1.003 0.472
H 0.005 0.667 -1.480
H 2.093 -0.794 1.650
```

As for the LUMO energy: 4.09 eV. The SMILES is [H]/N=C/[C@@H](F)C(=O)[O-]. The HOMO energy comes out at -4.04 eV. The net charge is -1. For the relative energy (zero: lowest compared OMol25 entry of this formula, charge and spin), the calculation gives 0.143 eV. For the orbital gap, the calculation gives 8.137 eV.

Löwdin population analysis, charges in e, atoms 1 to 4: -0.27, -0.74, -0.23, 0.06

=====

8.
Density functional theory data (ωB97M-V/def2-TZVPD) for a molecular structure, C3H3FNO2.

Geometry as XYZ:
```
10
Properties=species:S:1:pos:R:3
C -1.224 1.103 -0.784
C 0.874 -0.599 -0.044
C -0.878 0.335 0.280
N 1.242 -1.867 0.208
O -0.468 1.788 0.191
O -1.865 1.415 -1.749
F 1.877 -2.033 1.439
H 0.803 -0.376 -1.110
H 1.284 0.169 0.505
H -1.645 0.065 1.064
```

As for the LUMO energy: 4.09 eV. The HOMO energy comes out at -2.70 eV. The net charge is -1. For the relative energy (zero: lowest compared OMol25 entry of this formula, charge and spin), the calculation gives 4.825 eV. For the orbital gap, the calculation gives 6.790 eV.

Löwdin population analysis, charges in e, atoms 1 to 4: -0.55, -0.21, -0.12, -0.15

=====

9.
Density functional theory data (ωB97M-V/def2-TZVPD) for a molecular structure, C3H3FNaO2.

Geometry as XYZ:
```
10
Properties=species:S:1:pos:R:3
C -0.438 1.036 1.487
C 0.306 -0.121 0.872
O 1.741 0.228 0.589
C 1.216 -0.331 -0.428
H 0.057 2.012 1.251
H -0.182 1.027 2.575
H 0.193 -1.080 1.393
O -1.775 1.082 1.164
F -2.009 0.882 -1.642
Na 0.089 0.217 -2.581
```

As for the LUMO energy: 1.75 eV. The HOMO energy comes out at -1.79 eV. The net charge is -1. For the relative energy (zero: lowest compared OMol25 entry of this formula, charge and spin), the calculation gives 2.291 eV. For the orbital gap, the calculation gives 3.545 eV.

Löwdin population analysis, charges in e, atoms 1 to 4: -0.52, -0.19, -0.05, 0.00

=====

10.
Density functional theory data (ωB97M-V/def2-TZVPD) for a molecular structure, C3H3FO.

Geometry as XYZ:
```
8
Properties=species:S:1:pos:R:3
C 1.073 0.000 -0.015
C -0.113 0.638 -0.241
C -1.203 -0.251 0.240
H 2.170 0.629 -0.340
H -0.039 1.739 -0.341
H -2.421 -0.036 0.921
O -0.965 -1.508 -0.353
F 1.500 -1.211 0.129
```

As for the LUMO energy: -0.34 eV. The HOMO energy comes out at -9.76 eV. The net charge is 0. For the relative energy (zero: lowest compared OMol25 entry of this formula, charge and spin), the calculation gives 3.915 eV. For the orbital gap, the calculation gives 9.427 eV.

Löwdin population analysis, charges in e, atoms 1 to 4: -0.20, -0.10, -0.13, 0.19

=====

Number 1: E_tot -705.33614 Eh, strongest force on any atom 5.86 eV Å⁻¹, molecular weight 124.1 Da. Number 2: E_tot -594.99581 Eh, strongest force on any atom 5.03 eV Å⁻¹, molecular weight 306.6 Da. Number 3: E_tot -964.46672 Eh, strongest force on any atom 3.71 eV Å⁻¹, molecular weight 243.9 Da. Number 4: E_tot -469.64529 Eh, strongest force on any atom 4.33 eV Å⁻¹, molecular weight 282.3 Da. Number 5: E_tot -545.43207 Eh, strongest force on any atom 8.20 eV Å⁻¹, molecular weight 298.3 Da. Number 6: E_tot -475.84136 Eh, strongest force on any atom 5.01 eV Å⁻¹, molecular weight 118.1 Da. Number 7: E_tot -421.24096 Eh, strongest force on any atom 3.90 eV Å⁻¹, molecular weight 104.1 Da. Number 8: E_tot -421.06892 Eh, strongest force on any atom 3.33 eV Å⁻¹, molecular weight 104.1 Da. Number 9: E_tot -528.59328 Eh, strongest force on any atom 3.50 eV Å⁻¹, molecular weight 113.0 Da. Number 10: E_tot -291.03182 Eh, strongest force on any atom 8.72 eV Å⁻¹, molecular weight 74.1 Da.